(1)
68
Properties=species:S:1:pos:R:3:nbo_charge:R:1 method="wB97M-V/def2-TZVPD" relative_energy_ev=1.954 lumo_ev=-10.94 total_charge=+3 spin_multiplicity=1
Sn 1.16102 0.61400 0.18747 1.57
C -0.02370 -2.65187 3.49261 -0.71
C 0.61866 -1.89908 2.37623 0.33
N 1.01907 -0.68863 2.43021 -0.30
N 0.99015 0.02104 3.57489 -0.41
C 1.58356 1.22408 3.63140 0.36
N 1.60971 1.87551 4.77645 -0.71
S 2.34000 1.91175 2.27107 -0.02
C 0.87435 -2.54650 1.07956 0.14
C 0.92494 -3.92686 0.95242 -0.19
C 1.21014 -4.48612 -0.28702 -0.09
C 1.40011 -3.64985 -1.37456 -0.19
C 1.36315 -2.28255 -1.16350 0.08
N 1.12348 -1.74971 0.03143 -0.51
H -0.58799 -1.98239 4.14225 0.24
H -0.71785 -3.39588 3.10913 0.27
H 0.71659 -3.17174 4.10712 0.28
H 0.59328 -0.38069 4.41845 0.42
H 1.17794 1.53120 5.62311 0.43
H 2.10391 2.75440 4.84124 0.45
H 0.77594 -4.56800 1.80868 0.26
H 1.28452 -5.55841 -0.40258 0.27
H 1.58267 -4.04004 -2.36439 0.27
H 1.54346 -1.58738 -1.97443 0.22
O -1.86529 2.04411 -4.43355 -0.63
C -2.62013 1.13344 -3.82768 0.41
C -3.90204 0.93520 -4.35867 -0.26
C -4.74226 -0.02107 -3.83745 -0.10
C -4.34070 -0.78853 -2.73823 -0.26
C -3.10936 -0.57124 -2.16757 -0.09
C -2.21867 0.38076 -2.68947 -0.30
C -0.91323 0.52720 -2.06906 0.64
O -0.65917 0.20666 -0.86735 -0.81
N 0.08915 1.00399 -2.83828 -0.41
N 1.25362 0.95009 -2.31771 -0.21
C 2.40213 1.05362 -2.85721 0.05
C 3.61891 0.82642 -2.09170 0.13
C 4.85720 0.88227 -2.71894 -0.18
C 5.99730 0.59646 -1.97856 -0.09
C 5.85956 0.26538 -0.63899 -0.21
C 4.58760 0.24149 -0.08790 0.08
N 3.49449 0.51422 -0.79550 -0.50
H -0.96256 2.06975 -4.08700 0.50
H -4.18474 1.54193 -5.20751 0.26
H -5.71203 -0.18366 -4.28613 0.25
H -4.99441 -1.55068 -2.33990 0.24
H -2.78853 -1.16930 -1.32547 0.18
H 2.50182 1.25315 -3.92185 0.24
H 4.92513 1.13715 -3.76809 0.26
H 6.97252 0.63222 -2.44346 0.27
H 6.71970 0.02362 -0.03271 0.27
H 4.43895 -0.00379 0.95620 0.22
C -2.67331 3.19486 0.01277 -0.26
O -2.66546 1.92511 0.68744 -0.82
P -1.41209 1.20195 1.31738 2.00
O -1.04148 1.95792 2.66620 -0.86
C -2.06127 2.49628 3.55043 -0.27
O -2.09920 -0.11942 1.86616 -0.84
C -2.94016 -0.94457 1.03178 -0.25
H -3.70173 3.54575 0.05068 0.24
H -2.38384 3.06920 -1.02983 0.20
H -2.02592 3.92510 0.49817 0.20
H -1.68403 3.44132 3.93133 0.22
H -2.23867 1.80420 4.37105 0.20
H -2.99665 2.66512 3.02257 0.21
H -2.35594 -1.36489 0.21267 0.18
H -3.76297 -0.36061 0.62536 0.22
H -3.32937 -1.73444 1.66828 0.22



(2)
16
Properties=species:S:1:pos:R:3:nbo_charge:R:1 method="wB97M-V/def2-TZVPD" relative_energy_ev=1.801 lumo_ev=0.70 smiles=C[C@H]1O[Si]1(C)C spin_multiplicity=1
C 0.52741 -0.58157 0.95837 -0.24
C 1.35053 -0.29654 2.32931 -0.63
C -0.78319 -1.23021 -1.83253 -1.17
C -0.57279 1.97008 -0.88405 -1.13
O -0.89678 -0.30445 0.93506 -0.89
Si -0.48070 0.10550 -0.61944 1.76
H 0.64612 -1.69685 0.75070 0.15
H 0.55211 -0.29204 3.01525 0.22
H 2.06253 -0.98396 2.59602 0.21
H 1.89855 0.65697 2.27594 0.20
H -1.85512 -1.42420 -2.13425 0.26
H -0.28511 -1.01406 -2.83912 0.25
H -0.18520 -2.02521 -1.48013 0.26
H -0.70186 2.04332 -2.04030 0.23
H -1.46360 2.36415 -0.43787 0.25
H 0.18709 2.70908 -0.59295 0.27